# 1
Formula: C40H52N2S2SiSn
Source: the Open Molecules 2025 dataset
Level of theory: ωB97M-V/def2-TZVPD

The HOMO energy is -0.71 eV. The frontier orbital gap is 5.10 eV. The charge is -2. The value obtained for the LUMO energy is 4.386 eV. As for the energy above the lowest of the compared OMol25 structures with the same formula, charge and spin: 0.0 kcal/mol. For the total energy, the calculation gives -2965.2209 Eh.

Each line ends with the Löwdin charge.
Cartesian coordinates (Å):
Sn (0.52940, 0.62259, 1.53562)  0.601
S (1.13298, 1.97990, 3.70511)  0.419
S (3.09478, 0.88477, 1.23907)  0.456
Si (-0.86515, 2.69752, 0.66388)  0.312
N (0.09928, 0.11375, -1.82968)  0.107
N (-1.62602, -1.81036, -0.20541)  0.094
C (-4.31944, -3.31424, -2.32389)  -0.058
C (-0.26403, -5.07698, -1.19374)  -0.129
C (3.60173, 0.95398, 2.92203)  -0.706
C (-5.06749, -2.79076, 0.73959)  -0.070
C (1.47888, 1.81523, -3.00988)  -0.155
C (0.95130, -3.37984, -2.32417)  -0.092
C (3.83898, 0.95266, -2.81611)  -0.062
C (-2.55367, -2.62680, 1.92081)  -0.145
C (0.51677, 2.96996, -4.91440)  -0.097
C (-3.66102, -3.04537, 2.64544)  -0.063
C (3.11454, 2.99137, -1.53542)  -0.084
C (-0.70992, -3.98032, 2.97464)  -0.065
C (0.78162, -4.72054, -2.06216)  -0.148
C (-4.18598, -2.03713, -1.48942)  -0.376
C (2.67186, 1.64068, -2.10232)  -0.397
C (1.58222, 2.71329, -4.07041)  -0.057
C (0.18882, -2.36252, -1.72784)  -0.139
C (-0.83144, 1.41974, -3.64392)  -0.146
C (0.42475, -1.04674, -2.26600)  -0.128
C (-3.98538, -2.36215, -0.02321)  -0.143
C (-2.47133, 1.79944, 0.19722)  -0.263
C (-4.92091, -3.13177, 2.07097)  -0.112
C (-2.69986, -2.26610, 0.55684)  -0.199
C (-1.32411, 3.78084, 2.15632)  -0.293
C (-5.37992, -1.11124, -1.71510)  -0.079
C (4.92083, 0.59642, 3.21553)  -0.164
C (2.75951, 1.37341, 3.98440)  -0.723
C (-0.87247, -2.71164, -0.80238)  -0.252
C (3.27598, 1.37213, 5.28197)  -0.163
C (-0.46586, 3.92852, -0.72923)  -0.234
C (-2.16949, 0.75149, -3.40457)  -0.374
C (-2.41284, -0.38565, -4.39869)  -0.049
C (0.27033, 1.12844, -2.81728)  -0.185
C (-1.06185, -4.13361, -0.60942)  -0.054
C (4.58750, 1.00470, 5.55525)  -0.145
C (5.41943, 0.62084, 4.51163)  -0.144
C (-1.20117, -2.58094, 2.60027)  -0.406
C (-1.22389, -1.67462, 3.83091)  -0.104
C (-3.31348, 1.76570, -3.42386)  -0.064
C (-0.68840, 2.33020, -4.68431)  -0.057
H (-5.27226, -0.19161, -1.13683)  0.081
H (-3.27868, -1.52435, -1.81347)  0.103
H (2.52187, 3.23298, -4.22052)  0.100
H (-0.21468, -1.51868, 4.21874)  0.070
H (4.24471, 1.58569, -3.61125)  0.069
H (-3.43059, -3.93781, -2.21271)  0.070
H (-1.40089, -4.47158, 3.66754)  0.067
H (-3.38659, -0.84901, -4.22277)  0.058
H (-1.83782, -2.10168, 4.63210)  0.066
H (-0.45626, -6.12574, -0.98381)  0.089
H (-2.90075, 1.32374, 1.08518)  0.021
H (-0.60904, -4.61029, 2.08899)  0.060
H (1.71432, -3.07189, -3.03455)  0.096
H (-2.06838, 4.53030, 1.85655)  0.011
H (-5.77507, -3.45826, 2.65406)  0.082
H (6.44684, 0.32849, 4.69914)  0.079
H (4.94867, 1.01564, 6.57790)  0.079
H (0.37278, 4.57791, -0.46647)  0.011
H (-1.34733, 4.56732, -0.87437)  0.017
H (-3.22367, 2.48528, -0.21096)  0.016
H (-0.50142, -2.14566, 1.88513)  0.046
H (-4.24644, 1.29888, -3.10628)  0.060
H (-1.64983, -1.16095, -4.29679)  0.079
H (-5.46758, -0.84803, -2.77368)  0.060
H (3.52635, 0.00758, -3.26607)  0.072
H (-5.18900, -3.89778, -2.00354)  0.072
H (1.40640, -5.46985, -2.53067)  0.071
H (0.61847, 3.67302, -5.73335)  0.088
H (-6.32005, -1.58802, -1.42343)  0.061
H (-2.27304, 0.99605, -0.51443)  -0.015
H (-6.04622, -2.86497, 0.27545)  0.095
H (-2.12054, 0.30830, -2.40989)  0.089
H (-1.86777, -4.44844, 0.04239)  0.101
H (0.94958, -1.09080, -3.23600)  0.124
H (-3.47443, 2.17639, -4.42543)  0.065
H (4.63808, 0.74754, -2.10042)  0.074
H (2.37772, 0.99552, -1.27425)  0.055
H (-0.45095, 4.29153, 2.56521)  -0.005
H (-1.75724, 3.17756, 2.95854)  0.011
H (3.93919, 2.85283, -0.83876)  0.051
H (2.29835, 3.46373, -0.98766)  0.062
H (-2.39113, -0.01667, -5.42923)  0.075
H (2.62034, 1.67600, 6.08962)  0.080
H (-4.44297, -3.07778, -3.38546)  0.065
H (-0.23928, 3.44404, -1.68082)  -0.002
H (3.42880, 3.66532, -2.33918)  0.067
H (5.55911, 0.28907, 2.39539)  0.080
H (-1.62955, -0.69150, 3.58672)  0.061
H (-3.10058, 2.59517, -2.74716)  0.073
H (-1.53493, 2.53492, -5.33062)  0.099
H (-3.53100, -3.31321, 3.68943)  0.099
H (0.26754, -3.92194, 3.46122)  0.075

# 2
Formula: C19H48CrO21S6
Source: the Open Molecules 2025 dataset
Level of theory: ωB97M-V/def2-TZVPD

The HOMO energy (alpha / beta) is -7.16 / -7.14 eV. The frontier orbital gap (alpha / beta) is 6.95 / 6.90 eV. The value obtained for the LUMO energy (alpha / beta) is -0.206 / -0.231 eV. The spin multiplicity is 5. As for the energy above the lowest of the compared OMol25 structures with the same formula, charge and spin: 195.1 kcal/mol. For the total energy, the calculation gives -5766.0596 Eh.

Each line ends with the Mulliken spin population.
Cartesian coordinates (Å):
Cr (0.61813, 1.01197, -0.07783)  3.807
S (-1.22479, 3.00071, 2.33787)  0.012
S (2.26774, -0.80460, 2.57325)  0.010
S (-0.78293, 3.83420, -1.92598)  0.000
S (-3.40407, -3.59632, 3.37974)  0.001
S (1.88739, 0.17500, -3.30594)  0.009
S (-3.90436, -2.57791, -2.84298)  0.000
O (1.88832, 0.30755, 1.66378)  0.015
O (-4.81837, -1.36982, -2.19500)  0.000
O (-1.59591, 4.96944, -1.50939)  0.002
O (1.22437, 0.68162, -4.49981)  0.001
O (-3.90552, -4.05440, 4.71837)  0.000
O (-0.13565, 2.28103, 1.65458)  0.042
O (-1.18585, -0.02018, 0.52281)  -0.010
O (3.46662, 0.02986, -3.70848)  0.001
O (1.39578, -1.33449, 3.63269)  0.003
O (0.44418, 4.33326, -2.94986)  -0.002
O (-4.74253, -3.30660, -3.78361)  0.000
O (-3.07518, -3.29651, -1.87191)  0.000
O (-1.62879, 4.39395, 1.95274)  0.002
O (1.83704, 0.87112, -1.98301)  0.041
O (-0.87598, 3.03895, 3.98513)  0.003
O (-0.92273, 0.07518, -1.36116)  0.044
O (-1.96991, -4.39214, 3.02102)  0.000
O (-4.22496, -3.69436, 2.16100)  0.000
O (3.76134, -0.57416, 3.32404)  0.004
O (0.28439, -1.06425, -0.21183)  -0.031
O (-0.26684, 2.86480, -0.98639)  -0.025
C (-0.84834, -0.70605, -0.44181)  0.055
C (5.76642, -0.62060, -3.35526)  0.000
C (6.02128, 0.04858, 2.91728)  0.000
C (0.00647, -4.98485, 1.61421)  0.000
C (0.26519, 4.80267, -5.23864)  0.000
C (-2.75772, -1.81220, 3.47973)  0.001
C (-2.66908, 1.82148, 2.43694)  0.002
C (-4.30786, -0.52826, -1.11601)  0.003
C (-1.46308, -4.47647, 1.60034)  -0.001
C (4.57907, 0.50382, 2.78875)  -0.002
C (-0.35114, 1.83277, 4.55358)  0.003
C (0.17099, 5.39147, -3.81338)  0.000
C (4.39453, -0.36201, -2.71998)  -0.002
C (0.20615, 2.29871, 5.89092)  0.000
C (-2.79256, -1.49142, -3.87519)  0.005
C (-4.10974, -1.23599, 0.15499)  -0.005
C (2.81562, -2.25994, 1.52260)  0.002
C (1.42190, -1.57337, -3.18442)  0.001
C (-1.78612, 2.95214, -3.20915)  -0.001
H (-3.52903, -1.06770, 3.67699)  0.000
H (-1.54425, -3.44060, 1.27097)  0.003
H (4.31189, 0.73217, 1.75697)  0.002
H (-0.50731, 4.06489, -5.45549)  0.000
H (1.63364, -2.09750, -4.11638)  0.001
H (3.53053, -1.78192, 0.85290)  0.000
H (-3.17934, -1.79936, 0.22610)  0.006
H (-4.08821, -0.46019, 0.92035)  -0.001
H (-0.48806, 2.82773, 6.54386)  0.000
H (1.82908, -2.12343, -2.33605)  0.000
H (-1.90563, -1.79207, 4.15917)  0.000
H (0.31507, 1.35155, 3.83756)  -0.001
H (4.39521, 1.44844, 3.30059)  0.000
H (-2.39584, 0.86584, 2.88436)  -0.001
H (3.25332, -3.00360, 2.18855)  0.001
H (-2.11854, -2.13178, -4.44416)  0.000
H (0.57279, 1.41470, 6.41265)  0.000
H (6.10380, 0.22105, -3.96015)  0.000
H (4.48847, 0.53273, -2.10457)  0.000
H (1.88320, -2.59996, 1.07195)  -0.001
H (0.01563, 5.55951, -5.98229)  0.000
H (-2.16786, -5.10701, 1.05830)  0.000
H (-0.82321, 5.79649, -3.62466)  0.000
H (4.04507, -1.17040, -2.07773)  0.000
H (0.02341, -6.04310, 1.87484)  0.000
H (-1.11332, 2.25469, -3.70815)  0.000
H (-2.43696, -1.60119, 2.45958)  0.003
H (5.68017, -1.47483, -4.02678)  0.000
H (0.34238, -1.56376, -3.03395)  -0.001
H (0.55209, -4.87453, 0.67707)  0.000
H (-4.93659, -1.92634, 0.32184)  -0.001
H (-3.43613, -0.92451, -4.54789)  0.000
H (-2.98718, 1.60920, 1.41622)  -0.001
H (6.66912, 0.86207, 2.59074)  0.000
H (-3.50398, 0.09980, -1.49995)  0.000
H (-2.55087, 2.38819, -2.67509)  0.000
H (-2.12396, 3.78618, -3.82426)  0.000
H (6.55330, -0.92752, -2.66627)  0.000
H (-2.16959, -0.86306, -3.23867)  0.002
H (-5.04251, 0.24293, -0.88436)  0.000
H (-1.11487, 1.08262, 4.75877)  0.000
H (6.32418, -0.22041, 3.92920)  0.000
H (0.63189, -4.54426, 2.39063)  0.000
H (1.04343, 2.97736, 5.72812)  0.000
H (-3.42129, 2.32873, 3.04108)  0.000
H (1.22701, 4.30141, -5.34703)  0.000
H (6.27618, -0.78421, 2.26184)  0.000
H (0.91045, 6.19144, -3.77659)  0.000

Q: energy above the lowest of the compared OMol25 structures with the same formula, charge and spin of number 2 (C19H48CrO21S6)?
A: 195.1 kcal/mol

Q: The highest energy above the lowest of the compared OMol25 structures with the same formula, charge and spin belongs to which entry?
A: C19H48CrO21S6

Q: The lowest energy above the lowest of the compared OMol25 structures with the same formula, charge and spin belongs to which entry?
A: C40H52N2S2SiSn